# C37H108N18O13

A cluster of 13 separate species, C37H108N18O13 in total at a distorted geometry (ωB97M-V/def2-TZVPD, the OMol25 dataset).

```
176
Properties=species:S:1:pos:R:3:forces:R:3:lowdin_charge:R:1
C -6.2351 19.3474 27.2052 0.583 -0.209 -0.178 -0.588
O -5.5613 18.7893 28.0777 -1.281 1.237 -1.083 -0.003
N -5.8707 19.2658 25.8332 -1.661 0.645 0.916 0.155
N -7.3816 20.2091 27.4991 0.981 -1.619 -0.087 0.118
H -6.6139 19.2856 25.1496 0.023 0.291 0.060 0.071
H -5.0495 18.8291 25.4442 0.082 -0.108 0.871 0.068
H -8.0785 20.3413 26.7631 0.614 -0.118 0.186 0.080
H -7.8474 19.9961 28.3995 0.812 0.034 -0.894 0.102
C -4.2953 18.3661 21.7878 0.202 -0.839 -1.305 -0.675
O -5.2288 18.5112 22.5389 -1.099 0.475 1.164 0.008
N -3.1045 19.0311 21.9484 1.544 -0.138 -1.780 0.143
N -4.3692 17.4996 20.7201 -1.285 0.651 0.944 0.167
H -3.1130 19.9673 22.3118 -0.448 -0.018 0.493 0.099
H -2.5437 19.0214 21.0759 -0.426 -0.008 1.006 0.111
H -5.2764 17.0315 20.5348 0.474 0.156 0.185 0.065
H -3.5705 17.1405 20.2812 1.064 -0.280 -0.642 0.066
C -10.7356 12.6295 27.6404 -1.552 -0.663 -1.254 -0.638
O -10.8058 13.0224 26.4712 0.337 0.204 1.097 -0.004
N -11.8960 12.1630 28.2772 0.737 0.054 0.348 0.132
N -9.6005 12.5138 28.3592 0.553 0.547 -0.041 0.184
H -11.9305 11.8187 29.2250 0.327 0.225 -0.173 0.086
H -12.7849 12.1979 27.8182 0.189 0.167 -0.446 0.090
H -9.5749 11.9208 29.1474 -0.098 -0.407 0.769 0.090
H -8.6946 12.8570 28.0548 -0.370 -0.234 -0.480 0.071
C -3.4704 8.4285 22.4892 -1.725 -0.220 1.779 -0.552
O -2.6085 8.8194 21.7091 -1.098 -1.197 0.824 0.010
N -4.2402 9.3258 23.2919 1.195 -1.271 -1.009 0.144
N -3.9169 7.0452 22.7913 0.874 2.411 -0.820 0.113
H -5.0960 9.0142 23.7374 0.085 -0.075 -0.226 0.052
H -4.1734 10.3182 23.1110 0.006 -0.107 -0.187 0.045
H -3.4072 6.2375 22.4669 0.208 0.447 -0.070 0.076
H -4.4206 6.9222 23.6615 0.241 0.157 -0.297 0.067
C -5.5412 13.3995 23.1763 -0.711 0.846 -0.350 -0.653
O -5.1737 12.2567 22.9314 0.150 -0.483 0.218 0.002
N -6.8168 13.8081 23.3598 0.392 -0.256 0.204 0.198
N -4.7449 14.4823 23.1610 1.955 0.122 -0.285 0.208
H -6.9905 14.7561 23.6884 -0.522 -0.739 -0.238 0.071
H -7.4985 13.0933 23.3026 -1.183 -0.358 -0.002 0.071
H -5.0948 15.3106 23.5465 -0.624 1.255 0.418 0.075
H -3.7555 14.4072 23.2895 0.593 -0.551 -0.055 0.061
C -7.2810 15.5549 17.9401 -0.525 -0.786 0.038 -0.047
C -7.9335 15.6895 19.3311 1.367 -0.187 0.025 -0.390
C -8.9080 14.5593 19.6710 0.048 0.081 0.419 -0.204
O -9.9855 14.6585 18.7701 0.068 1.058 -0.138 -0.195
C -10.5963 13.4698 18.3688 0.386 0.263 0.656 -0.094
N -6.8121 15.7968 20.2893 -0.208 0.315 -0.271 0.029
H -7.9284 15.8162 17.1180 -0.483 0.190 -0.118 0.067
H -7.0320 14.4960 17.7596 0.194 0.235 0.158 0.078
H -6.3839 16.1560 17.8333 0.107 0.086 0.267 0.069
H -8.4899 16.6184 19.4153 -0.123 0.200 -0.142 0.128
H -9.2913 14.7212 20.6985 0.207 -0.049 -0.161 0.121
H -8.4306 13.5566 19.6794 -0.036 0.410 -0.312 0.119
H -10.5127 12.7866 19.2067 -0.238 -0.719 -0.101 0.067
H -10.0775 13.1104 17.4897 -0.116 -0.555 -0.323 0.089
H -11.6374 13.6944 18.1779 -0.219 -0.151 -0.243 0.088
H -7.1484 15.9425 21.2358 0.028 -0.343 0.171 0.034
H -6.1442 15.0344 20.2040 -0.422 -0.139 0.283 0.080
C -8.8584 19.2290 22.0163 0.289 -0.385 0.595 -0.042
C -9.1000 18.1155 23.0888 0.981 -0.863 -1.838 -0.379
C -10.3312 17.2440 22.8119 -0.544 -0.738 0.185 -0.185
O -10.4288 16.1621 23.7660 0.796 0.989 -0.296 -0.216
C -11.5601 15.3061 23.7003 0.845 0.680 0.223 -0.091
N -7.9227 17.2152 23.0137 -0.373 -0.249 0.261 0.048
H -7.8689 19.6633 22.1827 0.067 -0.163 0.128 0.064
H -9.5309 20.0488 22.1487 -0.753 0.481 -0.027 0.059
H -8.8593 18.9345 20.9560 -0.263 -0.422 0.482 0.080
H -9.1847 18.5484 24.0773 -0.157 0.369 0.335 0.116
H -10.2970 16.8416 21.7915 0.396 -0.145 -0.009 0.114
H -11.2553 17.8041 22.8325 -0.401 0.614 0.273 0.116
H -12.4226 15.7646 24.1810 -0.274 0.119 -0.086 0.083
H -11.2531 14.4490 24.2873 -0.247 -0.378 -0.053 0.066
H -11.7788 15.0471 22.6719 -0.198 -0.244 -0.318 0.078
H -7.8495 16.7104 23.8907 0.085 -0.149 0.025 0.035
H -7.0393 17.6561 22.7701 -0.228 0.335 0.298 0.019
C -6.3823 11.4267 20.0327 1.315 -1.798 -0.257 -0.036
C -5.1362 10.4778 19.9773 -0.267 0.165 0.104 -0.390
C -5.0585 9.5845 18.7352 0.052 0.731 -0.951 -0.241
O -6.1076 8.6564 18.6977 -0.997 -0.075 -0.462 -0.208
C -6.1634 7.9226 17.4494 0.825 0.845 1.586 -0.073
N -3.9264 11.3198 20.0022 0.860 -0.321 1.352 0.046
H -6.1901 12.2654 19.3724 -0.190 0.137 -0.180 0.072
H -6.5829 11.7302 21.0385 0.199 0.535 0.404 0.022
H -7.2195 10.8217 19.7425 -0.711 0.031 -0.567 0.063
H -5.0830 9.7343 20.7960 -0.593 0.589 0.116 0.117
H -4.1221 9.0151 18.7068 0.333 0.298 0.190 0.123
H -5.0858 10.2253 17.8170 0.049 -0.250 0.433 0.127
H -5.3886 7.1671 17.5390 0.184 -0.338 -0.486 0.080
H -5.9297 8.6057 16.6130 -0.465 -0.418 0.115 0.090
H -7.1331 7.4421 17.4383 -0.158 0.102 -0.410 0.081
H -3.2249 10.7079 20.4508 0.121 0.222 -0.648 0.058
H -4.0196 12.0103 20.7673 -0.473 -0.265 -0.528 0.054
C -1.8522 11.1779 16.6740 -2.085 -0.619 0.075 -0.065
C -1.3298 12.4530 17.2735 0.962 0.573 0.224 -0.455
C -0.6086 13.2387 16.2094 1.412 -0.994 -0.090 -0.206
O 0.3340 12.4034 15.4841 0.450 0.255 0.996 -0.218
C 1.5125 12.0042 16.2412 -0.625 0.536 -0.783 -0.097
N -2.3248 13.3898 17.8943 0.782 -1.200 -0.298 0.052
H -2.4414 10.6537 17.4371 0.034 0.006 -0.074 0.059
H -1.1989 10.4330 16.2246 0.640 0.463 0.216 0.078
H -2.5683 11.4337 15.8767 0.043 -0.016 0.069 0.087
H -0.5657 12.1752 18.0197 -0.415 0.286 0.192 0.136
H -0.0572 14.0697 16.6704 -0.338 0.145 -0.296 0.120
H -1.3380 13.5298 15.4698 -0.080 0.540 -0.331 0.120
H 1.8374 12.7835 16.9528 -0.141 -0.052 -0.339 0.085
H 2.2775 11.8660 15.4606 -0.120 -0.085 0.547 0.087
H 1.3799 11.0787 16.8211 -0.192 0.112 -0.286 0.079
H -2.6061 12.9232 18.7517 -0.502 0.078 -0.057 0.018
H -3.1467 13.4130 17.2891 0.097 -0.042 0.221 0.069
C -8.1845 10.2227 24.9787 -1.049 0.246 0.441 -0.069
C -8.3821 9.4051 23.7241 1.105 -1.043 0.135 -0.389
C -7.9292 10.1962 22.4634 -1.106 0.349 0.848 -0.163
O -8.6374 11.5162 22.4036 -0.500 -2.475 -0.597 -0.231
C -9.9911 11.2527 21.9409 1.102 -0.679 -0.175 -0.081
N -7.4481 8.1825 23.9202 -1.056 0.729 -0.146 0.029
H -7.1928 10.6713 25.0550 -0.006 -0.053 -0.136 0.081
H -8.3448 9.5534 25.8282 0.193 0.102 0.128 0.076
H -8.9611 10.9971 25.0768 0.367 -0.005 -0.120 0.078
H -9.4293 9.0590 23.6554 0.349 0.209 -0.094 0.127
H -8.1093 9.5773 21.5285 0.420 0.977 0.882 0.139
H -6.8924 10.4625 22.6636 0.118 -0.153 -0.536 0.085
H -10.4445 12.1733 21.6482 -0.296 0.785 0.177 0.061
H -10.5947 10.7162 22.6871 0.148 0.331 -0.076 0.087
H -9.9497 10.6312 21.0233 0.034 0.141 0.376 0.092
H -7.5503 7.5741 23.1272 0.176 -0.150 -0.796 0.054
H -7.8376 7.5794 24.6578 0.150 0.721 -0.025 0.072
C -0.6726 11.1077 24.6893 0.358 -0.974 1.340 -0.064
C -1.2551 12.4944 24.4873 0.594 0.587 -0.559 -0.452
C -1.2884 12.8466 23.0170 0.894 -1.712 -0.669 -0.246
O -1.6906 14.1536 22.8976 -0.888 1.957 -0.779 -0.241
C -1.8879 14.7695 21.6040 -0.477 -0.766 0.353 -0.061
N -2.5383 12.5699 25.1307 -1.490 -0.326 -0.050 0.067
H 0.3626 10.9177 24.3920 -0.091 0.507 -0.372 0.077
H -1.2593 10.2563 24.3115 -0.205 0.614 -0.373 0.074
H -0.6716 10.9196 25.7715 0.008 0.136 -0.095 0.076
H -0.5998 13.3013 24.8751 -0.155 -0.650 0.473 0.146
H -1.8988 12.1043 22.4690 -0.287 0.385 -0.033 0.128
H -0.2603 12.6877 22.6571 0.009 0.228 -0.260 0.132
H -0.9512 15.0939 21.1280 -0.142 -0.387 0.118 0.095
H -2.5198 15.6431 21.7767 0.231 0.087 0.191 0.055
H -2.5059 14.1268 20.9397 0.672 0.079 0.211 0.082
H -3.2549 12.1397 24.5147 0.495 0.328 0.622 0.068
H -2.8689 13.5080 25.3502 0.347 -0.104 -0.184 0.050
C -1.5241 16.2661 27.6311 -0.096 0.987 0.266 -0.044
C -2.3860 16.8908 26.4958 1.275 0.230 0.959 -0.435
C -1.7158 16.6482 25.1759 0.536 -1.063 -0.843 -0.221
O -0.3514 17.0578 25.2443 0.005 -0.335 -0.324 -0.179
C 0.3410 16.7818 24.0298 -0.865 -0.715 0.461 -0.091
N -3.7658 16.3848 26.5311 0.160 0.657 -1.658 0.060
H -1.9876 16.5218 28.5916 -0.211 -0.323 -0.077 0.070
H -0.5031 16.7238 27.7353 -0.921 -0.591 -0.650 0.091
H -1.4842 15.1832 27.5171 0.163 -0.027 0.054 0.073
H -2.3311 17.9727 26.6227 -0.233 0.305 0.293 0.134
H -2.1423 17.2116 24.3470 -0.636 0.169 -0.139 0.112
H -1.7935 15.5676 24.9003 0.176 0.521 0.190 0.111
H 0.2986 15.7283 23.7546 0.012 -0.423 0.376 0.072
H 1.3667 17.0434 24.1748 0.544 0.469 -0.057 0.082
H -0.1249 17.2479 23.1709 -0.028 0.806 -0.213 0.076
H -4.1816 16.7086 27.3942 -0.273 0.181 0.062 0.054
H -4.2605 16.8941 25.7505 0.352 -0.818 1.231 0.070
C -8.1213 16.8383 27.3800 1.321 -0.526 0.778 -0.050
C -7.2885 15.5670 27.0018 -0.139 1.509 -0.432 -0.404
C -6.9808 14.6907 28.2168 -1.277 -0.394 -0.042 -0.191
O -6.6941 13.3467 27.8136 0.185 0.600 0.328 -0.220
C -5.3681 13.2470 27.3107 0.340 -0.546 1.067 -0.099
N -8.0350 15.0274 25.8686 0.407 -0.899 -0.101 0.063
H -8.2548 17.4653 26.5086 0.021 0.062 -0.279 0.052
H -7.5908 17.4266 28.1519 -0.473 -0.349 -0.212 0.063
H -9.1122 16.5337 27.7285 0.092 -0.012 0.097 0.084
H -6.2751 15.8464 26.6502 -0.590 0.273 -0.228 0.103
H -7.8680 14.6606 28.8797 0.349 -0.203 -0.210 0.120
H -6.1574 15.1261 28.7933 0.052 -0.081 -0.074 0.127
H -5.1911 13.8428 26.4266 0.090 0.241 -0.174 0.060
H -5.1435 12.2145 27.1411 -0.329 -0.746 -0.678 0.078
H -4.6351 13.4487 28.1072 -0.167 0.750 -0.193 0.098
H -9.0267 14.9473 26.0682 -0.033 -0.004 0.014 0.063
H -7.7281 14.1001 25.5624 -0.030 0.311 0.427 0.063
```
Positions in Å, forces in eV/Å.

## Properties
gap between HOMO and LUMO	9.38	eV
energy	-3438.29796	Eh
energy relative to the best compared isomer or geometry (same formula, charge and spin)	180.5	kJ/mol